Record 1
DFT (ωB97M-V/def2-TZVPD) results for a cluster of 3 separate species, C6H16O2 in total.

Geometry (Å):
C (-0.07, 0.55, 2.52)
C (-1.05, 0.50, 1.36)
C (-0.53, 0.14, 0.02)
C (0.73, -0.44, -0.17)
C (-1.49, 0.23, -1.11)
C (-0.86, 0.81, -2.36)
H (0.95, 0.77, 2.22)
H (0.03, -0.35, 3.12)
H (-0.31, 1.33, 3.22)
H (-1.83, -0.25, 1.56)
H (-1.61, 1.42, 1.27)
H (1.33, -0.86, 0.63)
H (1.12, -0.57, -1.18)
H (-2.38, 0.74, -0.79)
H (-1.84, -0.80, -1.33)
H (-0.18, 1.66, -2.22)
H (-1.59, 1.11, -3.11)
H (-0.22, 0.09, -2.92)
H (-0.15, -3.02, 0.02)
H (-0.01, -3.49, 1.49)
O (-0.50, -3.63, 0.67)
H (3.98, 1.70, -0.45)
H (2.84, 0.94, -1.13)
O (3.65, 1.43, -1.32)

As for the charge: +1. As for the highest occupied orbital energy (spin up / spin down): -14.85 / -14.85 eV. The total energy comes out at -388.3139 a.u. As for the spin multiplicity: 2. The gap between HOMO and LUMO (spin up / spin down) comes out at 9.68 / 6.21 eV. The calculation puts the energy above the lowest of the compared OMol25 structures with the same formula, charge and spin at 80.0 kJ/mol.

---

Record 2
DFT (ωB97M-V/def2-TZVPD) results for a cluster of 2 separate species, C6H16O3 in total.

Geometry (Å):
C (0.48, 0.96, 0.30)
C (-0.92, 1.48, -0.07)
C (1.56, 1.75, -0.45)
C (0.74, 1.00, 1.81)
C (-2.09, 0.75, 0.58)
O (0.59, -0.44, -0.06)
H (0.43, -0.55, -1.02)
H (-0.96, 2.55, 0.18)
H (-1.01, 1.42, -1.16)
H (1.39, 1.68, -1.53)
H (2.54, 1.34, -0.23)
H (1.54, 2.80, -0.16)
H (0.04, 0.36, 2.34)
H (0.64, 2.02, 2.19)
H (1.75, 0.64, 2.02)
H (-3.04, 1.12, 0.19)
H (-2.11, 0.90, 1.66)
H (-2.04, -0.32, 0.39)
C (0.47, -3.05, -1.38)
O (-0.53, -2.89, -0.13)
O (-0.18, -2.17, -2.15)
H (-0.96, -2.33, -1.06)
H (-0.16, -2.13, 0.38)
H (1.47, -2.79, -1.02)
H (0.38, -4.11, -1.63)

As for the highest occupied orbital energy: -9.69 eV. The total energy comes out at -463.8594 a.u. As for the spin multiplicity: 1. The gap between HOMO and LUMO comes out at 10.47 eV. The calculation puts the energy above the lowest of the compared OMol25 structures with the same formula, charge and spin at 138.0 kJ/mol.

---

Record 3
DFT (ωB97M-V/def2-TZVPD) results for a cluster of 3 separate species, C6H16O3 in total.

Geometry (Å):
C (-1.18, 1.72, 1.98)
C (-0.36, 1.02, 1.13)
C (1.01, 1.50, 0.76)
C (-0.77, -0.08, 0.31)
C (-1.67, 0.45, -0.84)
C (-1.70, -0.55, -1.97)
O (-0.91, -1.76, -1.84)
H (-2.17, 1.59, 2.39)
H (-0.74, 2.60, 2.47)
H (1.87, 0.93, 1.16)
H (1.09, 1.27, -0.36)
H (1.18, 2.58, 0.83)
H (0.09, -0.50, -0.16)
H (-1.28, -0.93, 0.96)
H (-2.77, 0.70, -0.56)
H (-1.41, 1.48, -1.09)
H (-1.19, 0.11, -2.84)
H (-2.61, -0.77, -2.55)
H (-1.40, -2.29, -1.28)
O (2.54, -1.54, -1.28)
H (3.19, -2.13, -1.28)
H (1.73, -2.07, -1.44)
O (2.75, -0.81, 2.06)
H (2.46, -0.87, 1.12)
H (2.25, -1.67, 2.33)

As for the highest occupied orbital energy: -8.84 eV. The total energy comes out at -463.8227 a.u. Its SMILES is C=C(C)CCCO.O.O. As for the spin multiplicity: 1. The gap between HOMO and LUMO comes out at 9.28 eV. The calculation puts the energy above the lowest of the compared OMol25 structures with the same formula, charge and spin at 234.4 kJ/mol.